31
Properties=species:S:1:pos:R:3:forces:R:3 method="wB97M-V/def2-TZVPD" fmax_ev_per_a=1.74 homo_lumo_gap_ha=0.347 spin_multiplicity=1 relative_energy_kcal_mol=36.4 smiles=OCCOCC[C@H]1CCCCN1 energy_ha=-559.53338 e_homo_ev=-8.40
O 3.316566 -0.643878 -1.084811 0.462 0.206 0.087
O 2.073195 0.307074 1.085315 0.340 1.209 -0.036
N -1.359130 0.875157 -0.248059 1.262 0.343 0.082
C 4.030719 0.236567 -0.221861 0.537 -0.150 0.383
C 3.043947 1.165114 0.436137 -0.884 -0.884 -0.215
C 0.970555 1.030446 1.659685 0.083 -0.035 -0.262
C -1.841338 0.696219 -1.601677 -0.634 -0.424 0.697
C -2.947007 -0.388825 -1.623034 0.802 -0.610 -1.326
C -2.476098 -1.693113 -0.939352 0.927 0.924 0.500
C -0.203684 0.047744 1.727168 0.608 0.390 -0.138
C -1.812716 -1.427659 0.440621 -0.052 -0.004 0.042
C -0.733387 -0.328236 0.371914 -1.377 0.136 -1.058
H 2.570098 -0.945225 -0.543753 0.145 0.047 -0.180
H -2.093215 1.275623 0.319893 0.034 -0.252 0.365
H 4.609153 -0.347598 0.548068 -0.573 0.463 -0.515
H 4.782558 0.859943 -0.754913 -0.589 -0.636 -0.152
H 3.539473 1.841346 1.100760 0.297 0.355 0.890
H 2.533584 1.782249 -0.315165 -0.027 -0.185 -0.053
H 1.232800 1.363520 2.680231 0.021 -0.031 -0.326
H 0.742387 1.941768 1.031935 0.028 -1.003 0.555
H -2.188220 1.663015 -1.988316 -0.117 -0.236 0.089
H -0.974153 0.434603 -2.188351 0.179 -0.395 -0.489
H -3.191090 -0.634194 -2.687079 -0.091 0.228 0.742
H -3.839602 -0.027107 -1.137851 -0.369 0.307 0.173
H -3.279553 -2.396859 -0.823062 -0.498 -0.274 0.005
H -1.735727 -2.164671 -1.581110 0.167 -0.126 -0.153
H -0.995178 0.484364 2.312446 -0.492 0.337 0.276
H 0.081512 -0.854455 2.260187 0.331 -0.128 0.117
H -1.380650 -2.334736 0.868337 0.010 -0.228 -0.201
H -2.579968 -1.120686 1.170505 0.094 0.125 -0.188
H 0.104169 -0.697510 -0.274807 -0.625 0.535 0.291

115
Properties=species:S:1:pos:R:3:forces:R:3 method="wB97M-V/def2-TZVPD" s2=8.761 fmax_ev_per_a=0.88 homo_lumo_gap_ha="0.310 / 0.290" spin_multiplicity=6 energy_ha=-5159.84262 e_homo_ev="-8.68 / -8.64"
Fe 1.542526 -0.779378 0.124593 0.641 0.309 0.097
O 1.339197 0.101367 1.707634 -0.668 -0.054 0.081
C 0.824758 1.246417 2.365083 -0.153 -0.237 -0.053
C 0.314549 2.276142 1.339647 0.245 -0.221 -0.111
C 1.335822 2.766888 0.359085 -0.023 0.065 -0.223
C 1.533085 4.129136 0.187586 -0.001 0.113 -0.015
C 2.440750 4.561666 -0.764196 0.024 -0.008 -0.011
C 3.152715 3.616823 -1.475458 0.015 0.043 -0.018
C 2.915948 2.259171 -1.247830 -0.024 0.056 0.034
C 3.824390 1.287580 -1.983131 -0.245 0.002 0.281
C 3.550088 -0.216136 -1.850505 0.127 0.045 -0.157
O 3.251256 -0.489200 -0.506986 -0.187 -0.350 -0.259
C 2.433117 -0.719509 -2.770854 -0.026 -0.193 0.180
C 1.677893 0.097655 -3.597603 -0.062 0.130 -0.042
C 0.674129 -0.436368 -4.399701 -0.011 -0.059 -0.003
C 0.435725 -1.802530 -4.405058 0.039 0.032 0.067
C 1.205260 -2.636083 -3.597020 -0.001 0.022 -0.006
C 2.182503 -2.097535 -2.774996 0.022 0.007 -0.111
C 4.859471 -0.928297 -2.242645 -0.121 -0.164 0.127
C 5.184177 -1.175973 -3.574544 0.067 0.050 0.044
C 6.368557 -1.826236 -3.900038 -0.048 0.062 0.017
C 7.239643 -2.231673 -2.897296 -0.005 -0.009 0.015
C 6.919957 -1.985495 -1.568372 -0.040 0.038 -0.029
C 5.734423 -1.336229 -1.241992 0.035 -0.045 -0.032
N 1.991139 1.853062 -0.370339 -0.135 -0.002 -0.348
C -0.420501 0.852228 3.197764 0.322 -0.245 0.105
C -1.428001 0.109784 2.586077 -0.069 0.041 0.096
C -2.557307 -0.282882 3.286988 -0.027 0.016 0.003
C -2.695037 0.056401 4.629975 0.004 -0.038 -0.009
C -1.695918 0.787769 5.252617 0.028 0.038 -0.081
C -0.564880 1.184686 4.540551 -0.016 0.018 -0.029
C 1.911945 1.827119 3.259024 0.224 -0.070 -0.105
C 2.773748 0.946085 3.905487 0.060 -0.046 0.063
C 3.763723 1.414379 4.755374 0.006 0.072 0.018
C 3.919344 2.781658 4.961767 -0.053 -0.024 -0.048
C 3.073969 3.667809 4.310427 0.010 -0.029 0.023
C 2.075001 3.191911 3.466577 -0.032 0.086 0.081
H -0.473481 1.771222 0.792708 -0.266 -0.006 -0.170
H -0.135299 3.116304 1.866998 -0.085 -0.003 -0.032
H 0.972549 4.840428 0.784307 0.033 -0.071 -0.025
H 2.598411 5.619877 -0.937391 0.019 -0.039 0.019
H 3.907007 3.915890 -2.196165 -0.085 -0.048 0.030
H 3.882101 1.565147 -3.036675 0.084 0.057 -0.010
H 4.820588 1.444895 -1.565159 0.052 0.067 -0.003
H 1.861361 1.167224 -3.630197 -0.067 -0.088 0.059
H 0.078918 0.221195 -5.023519 0.032 -0.029 0.029
H -0.345081 -2.218499 -5.031798 0.059 0.017 0.001
H 1.044383 -3.710189 -3.611259 -0.005 0.105 0.033
H 2.773125 -2.744160 -2.132783 -0.024 0.051 -0.065
H 4.500822 -0.877247 -4.363826 0.028 -0.039 0.048
H 6.602606 -2.029534 -4.938995 -0.003 0.028 0.049
H 8.158276 -2.748224 -3.151805 -0.049 0.028 0.020
H 7.590358 -2.311003 -0.781040 -0.037 0.020 -0.029
H 5.460221 -1.161675 -0.208440 0.026 -0.023 -0.057
H -1.310238 -0.193353 1.556736 0.012 -0.029 -0.086
H -3.328454 -0.867758 2.790854 0.100 0.043 0.043
H -3.566217 -0.267072 5.189638 0.053 0.047 -0.049
H -1.788012 1.047530 6.300836 0.018 -0.010 -0.045
H 0.216733 1.744867 5.042366 -0.089 -0.050 -0.013
H 2.658728 -0.115885 3.729231 -0.001 0.071 0.008
H 4.418973 0.711846 5.258484 -0.035 0.033 -0.041
H 4.693021 3.153652 5.623175 -0.023 -0.029 -0.036
H 3.191248 4.736363 4.454966 -0.021 -0.063 -0.005
H 1.422609 3.910299 2.981826 0.083 -0.091 0.067
C -4.848113 4.316791 -1.421517 -0.017 -0.037 -0.024
C -4.390517 3.247516 -0.418849 -0.034 0.072 0.115
C -3.954461 3.934405 0.889516 -0.052 0.007 0.025
C -5.571030 2.314576 -0.124236 0.029 -0.023 -0.027
C -3.184841 2.480936 -0.943051 -0.054 0.119 0.013
C -2.187927 3.111614 -1.681246 0.107 0.063 -0.043
C -1.046854 2.404409 -2.020534 0.179 -0.057 0.074
N -0.845218 1.126981 -1.700410 0.018 0.071 -0.218
C -1.826695 0.499401 -1.061001 0.388 -0.058 -0.056
C -2.985933 1.141283 -0.651903 -0.265 -0.062 0.259
C -1.659193 -0.967730 -0.857656 0.276 -0.178 -0.031
C -2.801281 -1.749877 -0.787307 -0.228 -0.047 -0.053
C -2.731207 -3.133642 -0.700801 -0.163 -0.080 0.115
C -1.462593 -3.690255 -0.760984 -0.043 -0.025 -0.047
C -0.360698 -2.866704 -0.820447 -0.250 0.083 -0.346
N -0.427934 -1.521045 -0.823448 0.174 0.054 0.452
C -3.963188 -4.017847 -0.537242 0.072 -0.038 0.009
C -3.823573 -4.790640 0.786736 0.004 0.035 -0.031
C -5.254670 -3.202749 -0.498441 -0.017 0.011 -0.002
C -4.035281 -5.007521 -1.710651 0.019 -0.017 0.004
H -5.815402 4.717859 -1.108908 0.081 0.007 -0.012
H -4.963757 3.895650 -2.424456 -0.007 0.049 0.067
H -4.149970 5.155590 -1.472590 -0.027 -0.077 -0.038
H -4.776590 4.539657 1.287707 0.097 -0.071 -0.028
H -3.095141 4.589565 0.715159 -0.087 -0.047 0.021
H -3.671352 3.192830 1.643881 -0.017 0.071 -0.066
H -6.436302 2.907961 0.179231 0.046 -0.039 0.002
H -5.347859 1.621281 0.691817 -0.048 0.057 -0.084
H -5.849171 1.737981 -1.012631 0.006 0.031 0.094
H -2.276206 4.147948 -1.985468 0.010 -0.077 0.053
H -0.246202 2.896801 -2.572038 -0.049 -0.099 0.100
H -3.722729 0.590774 -0.080338 0.099 0.121 -0.031
H -3.764399 -1.259327 -0.825997 0.119 -0.087 -0.044
H -1.307248 -4.761246 -0.734141 0.028 0.045 -0.014
H 0.630979 -3.293269 -0.852993 -0.362 0.059 -0.182
H -3.799756 -4.100630 1.635018 -0.006 -0.059 -0.037
H -2.905921 -5.380927 0.811469 -0.049 0.010 0.006
H -4.670700 -5.471206 0.913476 0.055 0.071 -0.006
H -5.248318 -2.477570 0.321319 -0.023 -0.054 -0.066
H -6.100218 -3.875422 -0.340358 0.026 0.037 -0.013
H -5.421448 -2.671429 -1.440114 -0.013 -0.008 0.074
H -3.163929 -5.666952 -1.735682 -0.076 0.064 -0.008
H -4.090062 -4.474876 -2.664226 0.002 -0.050 0.052
H -4.927660 -5.632906 -1.613946 0.073 0.047 -0.005
Cl -0.064032 -2.896361 2.657492 0.125 -0.046 -0.069
C 1.505980 -3.743669 2.519257 0.001 0.313 -0.262
Cl 2.755243 -2.784299 3.339965 0.000 -0.054 -0.052
Cl 1.373100 -5.312816 3.287944 0.008 -0.070 0.022
C 1.886014 -3.869401 0.982875 0.112 0.038 0.279
O 2.035300 -4.989799 0.544534 -0.133 0.482 -0.194
O 1.996511 -2.755998 0.345409 0.131 0.040 0.871